No. 1
42
Properties=species:S:1:pos:R:3:mulliken_charge:R:1 method="wB97M-V/def2-TZVPD" homo_lumo_gap_ev=7.8 fmax_ev_per_a=1.267 energy_ev=-40859.153 e_above_lowest_kcal_mol=33.1 lumo_ev=-4.18 total_charge=+1
Hf 0.077 -0.100 0.386 1.423
O -1.375 -0.688 -0.781 -0.881
C -2.618 -0.921 -0.331 0.837
C -3.380 -1.914 -0.940 -0.684
C -4.663 -2.161 -0.503 -0.397
C -5.246 -1.407 0.525 -0.758
C -4.529 -0.388 1.091 -0.724
C -3.198 -0.127 0.696 0.536
C -2.583 1.087 1.147 0.125
N -1.309 1.347 1.076 -0.243
C -0.828 2.729 0.852 -0.702
C -0.394 2.776 -0.631 -0.763
N 0.573 1.679 -0.802 -0.034
C 1.690 1.822 -1.433 0.103
C 2.851 0.984 -1.223 0.136
C 3.955 1.122 -2.084 -0.644
C 5.171 0.575 -1.759 -0.725
C 5.324 -0.071 -0.526 -0.430
C 4.267 -0.204 0.352 -0.570
C 3.012 0.277 -0.009 0.885
O 1.970 0.141 0.819 -0.920
H -2.930 -2.489 -1.737 0.462
H -5.237 -2.948 -0.976 0.406
H -6.256 -1.613 0.847 0.422
H -4.975 0.232 1.859 0.427
H -3.252 1.895 1.449 0.442
H 0.027 2.932 1.497 0.281
H -1.611 3.464 1.049 0.495
H 0.049 3.741 -0.879 0.534
H -1.270 2.611 -1.263 0.285
H 1.827 2.692 -2.078 0.457
H 3.834 1.677 -3.007 0.415
H 6.011 0.667 -2.432 0.414
H 6.292 -0.465 -0.247 0.402
H 4.377 -0.698 1.306 0.480
F -1.167 -2.510 1.570 -0.284
C 0.088 -1.928 1.743 0.260
F 0.432 -2.128 3.036 -0.323
C 1.032 -2.790 0.868 0.672
F 2.289 -2.730 1.250 -0.213
F 0.985 -2.137 -0.421 -0.355
F 0.688 -4.035 0.640 -0.246


No. 2
104
Properties=species:S:1:pos:R:3:mulliken_charge:R:1 method="wB97M-V/def2-TZVPD" homo_lumo_gap_ev=8.1 fmax_ev_per_a=11.976 energy_ev=-92709.562 e_above_lowest_kcal_mol=602.1 lumo_ev=-0.19
C 4.014 -3.984 2.469 -1.006
C 3.689 -4.608 1.073 -0.573
N 2.245 -4.353 0.684 1.155
C 1.701 -5.443 -0.131 -0.711
C 1.302 -6.517 0.911 -1.152
C 2.044 -3.108 -0.097 -1.543
C 0.849 -2.391 0.406 0.546
H 3.708 -2.948 2.327 0.060
H 5.071 -3.989 2.735 0.432
H 3.273 -4.410 3.145 0.281
H 4.305 -4.272 0.239 0.391
H 3.911 -5.658 1.262 0.535
H 0.843 -5.101 -0.710 0.451
H 2.435 -5.844 -0.830 0.364
H 0.684 -6.013 1.654 0.227
H 0.705 -7.278 0.407 0.437
H 2.277 -6.877 1.239 0.291
H 2.276 -3.187 -1.159 0.507
H 2.877 -2.443 0.129 -1.107
H -0.058 -2.972 0.235 1.086
H 0.648 -1.392 0.018 -0.936
H 0.845 -2.266 1.489 0.030
C -2.101 -1.979 0.870 -2.516
C -1.201 -0.850 0.448 -0.290
N -1.588 0.011 -0.675 0.626
C -0.590 1.063 -1.061 -0.163
C 0.698 0.592 -1.710 -1.060
C -2.957 0.600 -0.420 -0.149
C -3.015 1.384 0.865 -0.397
H -1.470 -2.659 1.442 0.687
H -2.657 -2.536 0.116 0.358
H -2.902 -1.709 1.559 0.355
H -0.798 -0.459 1.383 -0.177
H -0.445 -1.461 -0.045 -0.266
H -1.045 1.745 -1.780 -0.608
H -0.423 1.708 -0.198 -0.062
H 0.507 0.180 -2.701 0.402
H 1.402 1.418 -1.811 1.133
H 1.242 -0.082 -1.049 -1.266
H -3.565 -0.305 -0.401 0.614
H -3.389 1.244 -1.185 -0.139
H -4.046 1.364 1.219 0.407
H -2.525 2.346 0.716 -0.713
H -2.318 0.956 1.585 -0.173
C 0.020 -0.904 2.421 0.887
C 0.107 0.185 3.531 -0.952
C -0.282 -0.472 4.779 -0.860
S 0.677 -2.048 4.755 1.343
O -0.020 -3.261 4.968 -0.698
O 1.960 -1.909 5.374 -0.701
C 1.043 -1.920 2.970 0.026
H 0.301 -0.497 1.449 0.144
H -0.998 -1.293 2.397 0.140
H -0.582 1.027 3.467 0.267
H 1.117 0.596 3.551 0.501
H -1.274 -0.924 4.774 0.415
H -0.034 -0.007 5.734 0.562
H 0.824 -2.952 2.695 0.570
H 2.092 -1.650 2.848 0.351
C -1.261 2.640 -3.306 -0.800
C -2.289 3.315 -2.328 0.672
C -3.660 3.404 -3.022 -1.055
S -3.761 1.858 -4.167 1.063
O -3.926 2.354 -5.598 -0.690
O -4.528 0.768 -3.668 -0.597
C -2.066 1.354 -3.765 -0.354
H -0.462 2.336 -2.629 -0.121
H -0.887 3.302 -4.087 0.449
H -1.871 4.305 -2.151 -0.106
H -2.355 2.795 -1.372 -0.742
H -3.510 4.291 -3.638 0.554
H -4.575 3.444 -2.431 0.438
H -1.791 0.878 -4.706 0.696
H -2.076 0.599 -2.979 -0.038
C -1.496 3.969 0.105 0.321
C -2.601 4.579 -0.904 0.209
C -3.318 5.799 -0.335 -0.901
S -2.234 6.452 1.048 1.196
O -2.860 5.981 2.249 -0.649
O -1.829 7.818 0.942 -0.659
C -0.862 5.244 0.799 -1.116
H -0.680 3.381 -0.315 0.434
H -2.015 3.193 0.668 0.570
H -3.266 3.808 -1.293 -0.067
H -2.205 4.865 -1.878 0.412
H -4.288 5.562 0.103 0.377
H -3.414 6.630 -1.034 0.389
H -0.418 5.141 1.789 0.504
H -0.141 5.723 0.136 0.370
C 3.528 -0.600 -0.149 -0.105
C 2.975 -1.734 -1.095 0.165
C 3.023 -1.346 -2.577 -0.753
S 3.576 0.422 -2.740 1.130
O 2.573 1.145 -3.448 -0.520
O 4.990 0.536 -3.057 -0.727
C 3.447 0.703 -0.881 -0.666
H 4.551 -0.799 0.169 0.331
H 2.936 -0.521 0.763 0.029
H 1.939 -1.988 -0.870 -0.731
H 3.540 -2.634 -0.853 1.006
H 1.995 -1.238 -2.923 0.250
H 3.577 -1.828 -3.382 0.524
H 2.431 1.084 -0.775 0.227
H 4.160 1.522 -0.788 0.716


No. 3
16
Properties=species:S:1:pos:R:3:mulliken_charge:R:1 method="wB97M-V/def2-TZVPD" homo_lumo_gap_ev=9.7 fmax_ev_per_a=4.896 energy_ev=-8864.896 e_above_lowest_kcal_mol=99.6 lumo_ev=0.95 smiles="[H]/N=C/[C@H]1OC1(C)C"
H 2.971 -1.058 -0.817 0.265
N 2.433 -0.724 -0.014 -0.761
C 1.621 0.223 -0.390 -0.034
C 0.854 1.041 0.537 -0.124
O -0.309 1.603 0.027 -0.471
C -0.484 0.153 0.107 0.987
C -1.018 -0.360 -1.201 -1.502
C -1.254 -0.323 1.304 -1.391
H 1.800 0.886 -1.276 0.391
H 1.244 1.407 1.478 0.497
H -2.093 -0.177 -1.288 0.409
H -0.541 0.124 -2.057 0.328
H -0.857 -1.439 -1.273 0.370
H -1.119 -1.403 1.416 0.333
H -2.320 -0.098 1.209 0.346
H -0.927 0.145 2.236 0.357


No. 4
16
Properties=species:S:1:pos:R:3:mulliken_charge:R:1 method="wB97M-V/def2-TZVPD" homo_lumo_gap_ev="2.8 / 12.0" multiplicity=2 s_squared=0.75 fmax_ev_per_a=1.001 energy_ev=-4340.645 e_above_lowest_kcal_mol=9.0 lumo_ev="4.41 / 4.44" total_charge=-1
C -0.887 -0.218 1.834 -0.700
C 0.506 0.087 2.389 -3.034
H -1.431 -0.943 2.447 0.596
H -1.506 0.681 1.917 0.478
H -0.927 -0.593 0.818 -0.325
H 0.568 -0.327 3.399 0.721
H 0.719 1.151 2.479 0.651
H 1.301 -0.456 1.877 0.990
C 0.949 -0.025 -2.146 -1.423
C -0.572 0.144 -2.076 -0.562
H 1.407 0.772 -2.739 0.327
H 1.426 0.029 -1.166 0.357
H 1.236 -0.988 -2.568 0.446
H -1.090 -0.655 -2.604 0.205
H -0.894 1.086 -2.517 0.557
H -0.952 0.175 -1.058 -0.286


No. 5
14
Properties=species:S:1:pos:R:3:mulliken_charge:R:1 method="wB97M-V/def2-TZVPD" homo_lumo_gap_ev=10.2 fmax_ev_per_a=3.899 energy_ev=-7806.849 e_above_lowest_kcal_mol=28.9 lumo_ev=-4.89 total_charge=+1 smiles="C=C(C=O)C[NH3+]"
C -1.363 1.455 -0.188 -0.865
C -0.229 0.772 0.133 0.552
C 1.002 1.430 0.084 0.040
O 2.124 0.985 -0.031 -0.534
C -0.214 -0.726 0.386 -0.559
N 0.986 -1.302 -0.181 -0.384
H -2.341 1.082 -0.498 0.298
H -1.221 2.473 -0.179 0.276
H 0.959 2.464 0.151 0.421
H -1.143 -1.172 -0.028 0.408
H -0.340 -0.896 1.522 0.289
H 0.919 -1.263 -1.168 0.310
H 1.292 -2.211 0.017 0.281
H 1.791 -0.444 0.103 0.468